[1]
This record from OMol25 describes a single H2N2O3Si molecule in a non-equilibrium geometry. The level of theory is wB97M-V/def2-TZVPD.

Calculated values
Lowest unoccupied orbital energy in eV: -0.91

Last column: Löwdin charge in e.
CARTESIAN COORDINATES (ANGSTROEM)
N -0.46 -0.56 -0.03  0.12
N -1.61 -0.21 -0.12  -0.44
O 0.40 1.56 -0.11  -0.40
O -1.74 -1.52 -0.06  0.12
O -2.30 0.70 -0.20  0.23
Si 1.36 0.40 0.07  0.45
H 2.09 0.01 1.46  -0.04
H 2.27 -0.39 -1.00  -0.04

=====

[2]
This record from OMol25 describes a gas-phase ion, H2N2O4P (charge -1) in a non-equilibrium geometry. The level of theory is wB97M-V/def2-TZVPD.

Calculated values
SMILES string: N[P@@](=O)([O-])ON=O
Net charge: -1
Lowest unoccupied orbital energy in eV: 3.97

Last column: Löwdin charge in e.
CARTESIAN COORDINATES (ANGSTROEM)
N 0.35 0.62 2.18  -0.10
N -1.14 -0.77 -0.54  -0.11
O 0.67 1.59 2.87  -0.07
O 1.58 -0.92 -0.67  -0.36
O 0.32 0.90 -1.88  -0.38
O 0.22 0.97 0.84  -0.27
P 0.44 -0.01 -0.69  0.26
H -1.03 -1.77 -0.58  0.00
H -1.39 -0.60 -1.54  0.03

=====

[3]
This record from OMol25 describes 2 unconnected molecules or ions with the total composition H2N2O4S in a non-equilibrium geometry. The level of theory is wB97M-V/def2-TZVPD.

Calculated values
⟨S²⟩: 2.008
Spin multiplicity: 3
Lowest unoccupied orbital energy (spin up / spin down) in eV: -0.56 / -2.18

Last column: Löwdin spin population.
CARTESIAN COORDINATES (ANGSTROEM)
N -0.46 -0.57 -1.20  0.09
N -0.22 -1.18 0.76  0.90
O 0.97 -1.21 0.50  0.71
O -1.11 -0.80 0.06  0.28
O 1.77 2.13 0.91  0.00
O -0.53 1.94 1.47  0.00
S 0.50 1.78 0.48  0.00
H 0.28 -1.26 -1.06  0.01
H -1.22 -0.85 -1.93  0.00

=====

[4]
This record from OMol25 describes a gas-phase ion, H2N3O2 (charge -1) in a non-equilibrium geometry. The level of theory is wB97M-V/def2-TZVPD.

Calculated values
SMILES string: NN=[N+]([O-])[O-]
Net charge: -1
Lowest unoccupied orbital energy in eV: 5.08

Last column: Löwdin charge in e.
CARTESIAN COORDINATES (ANGSTROEM)
N -0.16 -0.35 -0.77  -0.13
N -1.00 0.66 -0.36  -0.12
N 0.70 -0.79 0.10  -0.58
O 0.80 -0.12 1.18  -0.17
O 1.38 -1.77 -0.18  -0.12
H -0.62 1.63 -0.65  0.07
H -1.11 0.72 0.69  0.06

=====

[5]
This record from OMol25 describes a molecular structure, H2N3O3S in a non-equilibrium geometry. The level of theory is wB97M-V/def2-TZVPD.

Calculated values
Net charge: -1
Lowest unoccupied orbital energy (spin up / spin down) in eV: 3.81 / 3.81

Last column: Löwdin charge in e.
CARTESIAN COORDINATES (ANGSTROEM)
N 0.94 -0.22 -0.28  -0.28
N 0.45 0.74 0.27  -0.02
N 2.26 -0.37 -0.05  -0.05
O -2.41 1.55 -0.87  -0.43
O -1.78 -0.90 -0.94  -0.44
O -2.35 0.11 1.25  -0.45
S -1.85 0.37 -0.15  0.55
H 2.48 0.10 0.84  0.07
H 2.26 -1.38 -0.09  0.06

=====

[6]
This record from OMol25 describes a molecular structure, H2N3O7S2 in a non-equilibrium geometry. The level of theory is wB97M-V/def2-TZVPD.

Calculated values
Net charge: -1
Lowest unoccupied orbital energy in eV: 3.45

Last column: Löwdin charge in e.
CARTESIAN COORDINATES (ANGSTROEM)
N -1.34 1.98 0.12  -0.09
N 0.50 0.27 -0.46  -0.30
N 1.50 -1.15 0.38  -0.62
O 2.43 -1.16 -0.37  0.08
O 0.00 -1.26 -2.35  -0.25
O 1.47 -0.89 1.53  0.06
O -0.98 0.03 1.50  -0.30
O 0.83 1.70 1.43  -0.26
O 0.52 -2.00 0.04  -0.08
O -1.68 -0.96 -0.70  -0.28
S -0.15 0.93 0.81  0.41
S -0.30 -0.97 -1.01  0.54
H -0.86 2.32 -0.71  0.04
H -1.96 1.14 -0.17  0.06

=====

[7]
This record from OMol25 describes a single H2N3P3 molecule in a non-equilibrium geometry. The level of theory is wB97M-V/def2-TZVPD.

Calculated values
Lowest unoccupied orbital energy (spin up / spin down) in eV: -0.67 / -0.56

Last column: Löwdin charge in e.
CARTESIAN COORDINATES (ANGSTROEM)
N -0.12 -0.69 1.00  -0.72
N 1.50 0.22 -1.02  -0.48
N 2.50 -0.30 1.02  -0.57
P -0.82 -2.05 0.31  0.51
P 2.97 -0.41 -0.59  0.74
P 1.09 0.59 0.66  0.61
H -0.56 -0.58 1.92  -0.04
H 1.44 0.71 -1.83  -0.04

=====

[8]
This record from OMol25 describes a single H2N4O4 molecule in a non-equilibrium geometry. The level of theory is wB97M-V/def2-TZVPD.

Calculated values
⟨S²⟩: 2.011
Spin multiplicity: 3
Lowest unoccupied orbital energy (spin up / spin down) in eV: -0.01 / -4.30

Last column: Löwdin spin population.
CARTESIAN COORDINATES (ANGSTROEM)
N -1.32 0.11 -0.45  0.16
N 0.06 0.01 -0.11  0.16
N 0.42 0.55 1.15  0.43
N 0.88 -0.92 -0.90  0.03
O -0.46 1.03 1.80  0.42
O 1.59 0.61 1.43  0.70
O 0.46 -1.12 -1.97  0.04
O 1.76 -1.44 -0.30  0.05
H -1.63 0.71 -1.11  0.01
H -1.76 0.45 0.46  0.00

=====

Energy relative to the best compared isomer or geometry (same formula, charge and spin), respectively: 3.618, 0.865, 2.475, 1.620, 4.312, 2.781, 2.223, 0.000 eV.
Calculated total energy, respectively: -17024.7646, -20493.0595, -22028.9722, -8594.7010, -21479.0941, -40500.6434, -32366.9846, -14169.8485 eV.